Below is 2 unconnected molecules or ions with the total composition C5H8ClF in a non-equilibrium geometry, with properties calculated with ωB97M-V/def2-TZVPD.

## Properties
- Kohn-Sham gap (eV) = 10.124
- energy relative to the best compared isomer or geometry (same formula, charge and spin) (kJ/mol) = 380.01
- total energy (hartree) = -755.23543
- charge = 0

Element x y z (Å)
1 C 0.47890 -0.03477 -1.44635
2 C 0.11049 -0.16851 0.06835
3 C 1.39334 0.41053 -0.20499
4 C -0.45264 -1.41596 0.60441
5 C -1.33153 1.25193 0.56250
6 F 1.72130 1.73963 0.10189
7 Cl 2.83525 -0.55353 0.18077
8 H 0.76357 -0.99043 -1.83140
9 H 0.21354 0.74324 -2.17249
10 H 0.10979 -2.31639 0.14452
11 H -1.49486 -1.43867 0.41297
12 H -0.08346 -1.53047 1.64524
13 H -1.14338 1.88977 -0.26512
14 H -0.79004 1.56735 1.39010
15 H -2.33029 0.84631 0.80958

Cartesian forces (eV/Å) of the 3 atoms listed first:
1.5267 1.2189 2.5510
-5.1348 3.7434 -1.2681
0.8602 -0.2407 -0.7938

Below is a molecular structure, C12H22N3O5PPd in a non-equilibrium geometry, with properties calculated with ωB97M-V/def2-TZVPD.

## Properties
- Kohn-Sham gap (alpha / beta) (eV) = 7.024 / 3.475
- energy relative to the best compared isomer or geometry (same formula, charge and spin) (kJ/mol) = 98.61
- spin multiplicity = 3
- expectation value of S² = 2.0105
- total energy (hartree) = -1479.43811
- charge = +2

Element x y z (Å)
1 Pd 1.10529 0.56586 0.26941
2 O 3.06789 -1.64334 -0.82691
3 C 2.39729 -0.82894 -0.38950
4 C -0.70503 1.51957 0.53034
5 O -1.79304 1.87117 0.60089
6 C -0.09387 -1.05298 0.97157
7 O -0.83185 -1.93667 0.98655
8 C 1.58161 1.85067 -1.19306
9 O 1.66827 2.48233 -2.14749
10 C -1.01221 -1.56097 -3.73393
11 H -0.15368 -1.20268 -4.31110
12 H -1.01287 -2.61452 -3.43800
13 C -2.02513 -0.74361 -3.40918
14 H -2.87752 -1.09166 -2.81889
15 H -2.02193 0.30897 -3.71249
16 C 0.60282 -1.61046 4.88183
17 N 1.38767 -0.78728 3.93231
18 C 2.15770 -1.66864 3.04890
19 P 0.55413 0.50009 3.30646
20 O -0.65797 0.13526 2.47690
21 N 0.00712 1.32895 4.62190
22 C -1.33471 1.93693 4.63298
23 C 0.89050 1.77586 5.70742
24 N 1.62243 1.48963 2.33483
25 C 3.09669 1.28458 2.37349
26 C 1.28673 2.95728 2.38508
27 H 1.31619 -2.22046 5.44426
28 H -0.08685 -2.28871 4.35642
29 H 0.03713 -0.98460 5.57663
30 H 1.55462 -2.03390 2.20420
31 H 3.06274 -1.19349 2.67159
32 H 2.44792 -2.52684 3.66272
33 H -2.02725 1.36297 4.00241
34 H -1.70991 1.93505 5.66590
35 H -1.29928 2.98260 4.28173
36 H 0.27400 1.94864 6.59869
37 H 1.64299 1.01437 5.94185
38 H 1.39053 2.72105 5.44913
39 H 3.40794 0.76203 1.46293
40 H 3.58016 2.26656 2.36238
41 H 3.40022 0.74396 3.27056
42 H 0.58978 3.22731 1.58397
43 H 0.86768 3.20688 3.37103
44 H 2.22020 3.51706 2.24372

Cartesian forces (eV/Å) of the 3 atoms listed first:
-0.7886 -0.1864 0.1493
-1.9678 2.2195 1.1415
3.6760 -3.6406 -1.6335

Below is 2 unconnected molecules or ions with the total composition C30H30N4O2 in a non-equilibrium geometry, with properties calculated with ωB97M-V/def2-TZVPD.

## Properties
- Kohn-Sham gap (eV) = 6.463
- energy relative to the best compared isomer or geometry (same formula, charge and spin) (kJ/mol) = 27.92
- total energy (hartree) = -1530.52104
- charge = 0

Element x y z (Å)
1 C 7.43732 0.64552 0.28124
2 C 6.02156 1.11710 0.31983
3 C 5.07179 0.56553 -0.54369
4 C 3.73166 0.95480 -0.49380
5 C 2.77857 0.35795 -1.47070
6 C 3.37070 1.95964 0.42255
7 N 2.04184 2.41719 0.44329
8 C 0.95489 1.58159 0.46062
9 N -0.10656 2.44905 0.47709
10 C -1.43644 2.01200 0.49783
11 C -1.75586 0.98801 1.39410
12 C -0.71671 0.49127 2.33270
13 C -3.06987 0.51354 1.41156
14 C -4.03775 1.06969 0.56725
15 C -5.44725 0.57893 0.61725
16 C -3.68075 2.09106 -0.31906
17 C -2.36876 2.57170 -0.38452
18 C -1.98782 3.59116 -1.40931
19 C 0.31559 3.78671 0.46998
20 C 1.64740 3.76677 0.47481
21 C 4.30892 2.54842 1.28954
22 C 3.93166 3.57190 2.31323
23 C 5.63293 2.11269 1.21612
24 H 8.02420 1.15047 1.05150
25 H 7.49746 -0.43423 0.45453
26 H 7.90119 0.84406 -0.69115
27 H 5.37363 -0.18321 -1.27668
28 H 1.74507 0.69982 -1.33701
29 H 3.09764 0.59257 -2.49860
30 H 2.78360 -0.73692 -1.38381
31 H -1.09836 -0.36887 2.89294
32 H 0.18961 0.16369 1.78033
33 H -0.40112 1.25885 3.06085
34 H -3.33031 -0.28942 2.10372
35 H -6.04221 1.07517 -0.15124
36 H -5.49750 -0.50170 0.45237
37 H -5.90730 0.78291 1.58974
38 H -4.42890 2.52939 -0.98427
39 H -2.84672 3.73009 -2.07655
40 H -1.76199 4.57543 -0.97759
41 H -1.13570 3.28823 -2.03468
42 H -0.38130 4.60154 0.49516
43 H 2.35835 4.56597 0.47367
44 H 4.80017 3.71189 2.96671
45 H 3.71881 4.55944 1.88445
46 H 3.08641 3.28001 2.95189
47 H 6.36211 2.56868 1.88770
48 N -3.73098 -5.68435 -5.97641
49 C -3.42613 -5.33696 -4.90202
50 C -3.05720 -4.91542 -3.58277
51 C -2.44731 -3.66277 -3.39244
52 C -2.10232 -3.23947 -2.11787
53 C -2.32362 -4.06906 -0.98947
54 C -1.90928 -3.62723 0.32269
55 C -1.98810 -4.41310 1.44622
56 N -1.71124 -3.89066 2.70779
57 O -1.84239 -4.55648 3.77149
58 O -1.30573 -2.69253 2.70144
59 C -2.95721 -5.32779 -1.19515
60 C -3.31199 -5.73979 -2.47698
61 H -2.24566 -3.02662 -4.25543
62 H -1.63605 -2.26480 -1.95687
63 H -1.53851 -2.60985 0.42361
64 H -2.25880 -5.46425 1.43515
65 H -3.16099 -5.97387 -0.33933
66 H -3.79042 -6.71106 -2.62553

Cartesian forces (eV/Å) of the 3 atoms listed first:
0.4121 -0.1124 -0.0173
-0.3604 0.1301 -0.1336
-0.1248 0.2709 0.4866